# 1
# C3H2O3Sm

A structure of composition C3H2O3Sm (ωB97M-V/def2-TZVPD, the OMol25 dataset).

Structure (XYZ):
```
9
Properties=species:S:1:pos:R:3
O -0.37 0.13 0.59
C 0.00 -1.25 0.40
C 1.35 -1.40 0.27
O 2.23 -0.50 0.19
Sm 1.66 1.47 0.59
H -0.76 -1.99 0.58
C -1.37 0.31 -0.31
O -0.98 1.37 -0.99
H -1.75 1.85 -1.33
```

Calculated values
Relative energy (zero: lowest compared OMol25 entry of this formula, charge and spin) in kcal per mole: 116.06
Gap between HOMO and LUMO (alpha / beta) in eV: 6.0632 / 7.0076
LUMO (alpha / beta) in eV: -12.03 / -11.46
Energy in eV: -27166.06276
Net charge: +2
HOMO level (alpha / beta) in eV: -18.098 / -18.467
2S+1: 7

=====

# 2
# C3H2O4

An isolated molecule of C3H2O4 (ωB97M-V/def2-TZVPD, the OMol25 dataset).

Structure (XYZ):
```
9
Properties=species:S:1:pos:R:3
C -0.99 0.59 -0.15
C -1.13 -0.76 0.07
C 1.26 0.31 0.07
O 0.29 1.08 0.18
O -0.15 -1.50 0.29
O 2.07 -0.28 -0.80
O 2.54 0.36 0.42
H -1.74 1.36 -0.17
H -2.15 -1.15 0.10
```

Calculated values
Relative energy (zero: lowest compared OMol25 entry of this formula, charge and spin) in kcal per mole: 163.84
Gap between HOMO and LUMO (alpha / beta) in eV: 8.2582 / 8.2592
LUMO (alpha / beta) in eV: -0.21 / -0.21
Energy in eV: -11326.02407
HOMO level (alpha / beta) in eV: -8.469 / -8.469
2S+1: 1

=====

# 3
# C3H2OS3

An isolated molecule of C3H2OS3 (ωB97M-V/def2-TZVPD, the OMol25 dataset).

Structure (XYZ):
```
9
Properties=species:S:1:pos:R:3
O 0.98 1.44 0.15
C 0.83 0.28 0.18
S 2.10 -0.98 0.03
C -0.58 -0.26 0.48
S -0.87 -0.97 1.90
C -1.62 0.02 -0.49
S -1.20 0.43 -2.01
H 2.98 0.04 -0.18
H -2.63 -0.01 -0.05
```

Calculated values
Relative energy (zero: lowest compared OMol25 entry of this formula, charge and spin) in kcal per mole: 36.94
Gap between HOMO and LUMO in eV: 7.0116
SMILES string: O=C(S)C(=S)C=S
LUMO in eV: -2.31
Energy in eV: -37694.78112
HOMO level in eV: -9.317
2S+1: 1

=====

# 4
# C3H30N2O12

A cluster of 12 separate species, C3H30N2O12 in total (ωB97M-V/def2-TZVPD, the OMol25 dataset).

Structure (XYZ):
```
47
Properties=species:S:1:pos:R:3
C -0.82 0.88 1.18
C -1.34 -0.04 0.05
O -2.28 -0.76 0.21
N -0.53 -0.15 -1.08
C -0.99 -1.33 -2.02
N -0.74 -2.70 -1.50
H -0.84 2.00 0.86
H -1.49 0.74 1.99
H 0.11 0.55 1.56
H 0.15 0.52 -1.39
H -2.00 -1.22 -2.34
H -0.46 -1.23 -2.99
H -1.15 -2.85 -0.57
H 0.23 -2.93 -1.23
O 1.94 1.30 -3.36
H 1.25 0.81 -3.82
H 2.39 1.88 -3.98
O 2.48 -2.06 -0.15
H 2.14 -2.64 0.55
H 1.93 -1.22 -0.15
O -0.79 2.35 -2.30
H -0.16 2.33 -1.53
H -1.67 2.70 -1.90
O 0.17 3.98 0.78
H 0.98 3.51 0.45
H -0.10 4.49 -0.04
O 2.06 2.52 -0.77
H 2.04 2.37 -1.75
H 2.75 1.93 -0.49
O 2.26 -0.75 3.43
H 3.00 -0.74 2.92
H 2.48 -0.12 4.20
O 3.85 0.23 0.47
H 3.48 -0.65 0.31
H 4.82 0.08 0.58
O -4.55 -1.31 1.54
H -4.22 -1.31 0.59
H -3.97 -0.56 1.91
O -1.62 -3.33 1.67
H -1.70 -2.44 1.48
H -2.52 -3.75 1.41
O -3.00 2.98 -0.60
H -3.94 3.06 -0.88
H -2.88 2.72 0.27
O 1.36 -3.39 1.97
H 1.46 -2.84 2.71
H 0.45 -3.61 1.72
```

Calculated values
Relative energy (zero: lowest compared OMol25 entry of this formula, charge and spin) in kcal per mole: 16.32
Gap between HOMO and LUMO in eV: 9.7029
SMILES string: CC(=O)NCN.O.O.O.O.O.O.O.O.O.O.O
LUMO in eV: 0.18
Energy in eV: -31148.25140
HOMO level in eV: -9.521
2S+1: 1

=====

# 5
# C3H30NO14S

A cluster of 13 separate species, C3H30NO14S in total (ωB97M-V/def2-TZVPD, the OMol25 dataset).

Structure (XYZ):
```
49
Properties=species:S:1:pos:R:3
C 1.04 0.30 0.55
C -0.27 0.61 1.28
S -0.15 2.15 2.25
N 0.96 -0.91 -0.26
C 0.38 -0.88 -1.53
O 0.53 0.18 -2.21
O -0.25 -1.92 -1.90
H 1.30 1.12 -0.10
H 1.85 0.11 1.26
H -1.09 0.71 0.58
H -0.53 -0.22 1.96
H -0.56 2.98 1.32
H 0.75 -1.76 0.26
H -3.29 -0.81 -1.14
H -3.29 0.48 -0.27
O -3.56 -0.46 -0.23
H -0.47 -4.72 -0.67
H -0.43 -3.12 -0.89
O -0.54 -3.87 -0.22
H 3.38 1.89 -1.04
H 3.34 2.45 0.42
O 3.19 2.71 -0.51
H -1.37 1.07 -4.48
H -0.78 0.74 -3.09
O -1.61 1.02 -3.55
H 3.38 1.04 2.33
H 2.99 2.50 2.61
O 3.61 1.96 2.11
H -2.37 -2.87 1.34
H -3.12 -1.49 1.13
O -2.85 -2.17 1.80
H -0.85 2.79 -1.10
H -2.15 2.36 -1.80
O -1.80 2.54 -0.92
H -2.49 -0.52 -3.06
H -1.86 -1.72 -2.43
O -2.76 -1.37 -2.66
H 1.56 3.04 -1.18
H 0.68 1.92 -1.92
O 0.73 2.86 -1.69
H -1.55 -2.18 3.05
H -0.47 -3.16 2.63
O -0.63 -2.47 3.29
H 2.34 0.39 -2.22
H 3.13 -0.36 -1.18
O 3.25 0.34 -1.84
H 1.33 -1.30 5.25
H 0.40 -1.28 4.06
O 0.97 -0.69 4.61
```

Calculated values
Relative energy (zero: lowest compared OMol25 entry of this formula, charge and spin) in kcal per mole: 0.00
Gap between HOMO and LUMO in eV: 9.0354
LUMO in eV: 2.65
Energy in eV: -44594.83893
Net charge: -1
HOMO level in eV: -6.385
2S+1: 1

=====

# 6
# C3H31NO12

A cluster of 13 separate species, C3H31NO12 in total (ωB97M-V/def2-TZVPD, the OMol25 dataset).

Structure (XYZ):
```
47
Properties=species:S:1:pos:R:3
C 0.68 1.63 -2.17
C -0.39 1.60 -1.38
N -0.44 0.92 -0.16
C -1.30 1.46 0.90
H 1.63 1.18 -1.86
H 0.69 2.00 -3.18
H -1.33 2.03 -1.67
H 0.49 0.73 0.22
H -0.91 2.40 1.32
H -2.30 1.72 0.51
H -1.38 0.74 1.72
H -1.06 -3.32 -1.24
H -1.94 -3.82 -0.11
O -1.08 -3.98 -0.52
H -3.16 -1.13 -0.45
H -3.11 0.26 -1.05
O -3.25 -0.65 -1.31
H -0.17 -3.11 1.18
H 0.37 -1.83 0.45
O 0.03 -2.17 1.31
H -0.98 3.86 -0.25
H -2.14 4.78 -0.73
O -1.95 3.88 -0.47
H -1.69 -1.92 1.05
H -3.12 -2.03 1.75
O -2.66 -2.07 0.90
H 1.06 3.85 -0.94
H 1.12 3.09 0.44
O 0.69 3.85 -0.03
H 0.73 -1.09 2.60
H 1.34 0.32 2.59
O 1.31 -0.50 3.10
H 2.58 -0.57 -0.64
H 3.47 -0.76 0.57
O 3.28 -0.09 -0.13
H 2.76 2.39 1.71
H 2.58 1.22 0.63
O 2.11 1.89 1.21
H 0.46 -1.56 -1.59
H 1.60 -2.53 -1.45
O 1.27 -1.71 -1.05
H 2.82 -1.41 2.58
H 2.41 -2.39 1.47
O 3.17 -1.93 1.84
H -1.27 -1.90 -3.32
H -1.92 -1.43 -1.99
O -1.12 -1.91 -2.37
```

Calculated values
Relative energy (zero: lowest compared OMol25 entry of this formula, charge and spin) in kcal per mole: 13.06
Gap between HOMO and LUMO in eV: 8.4666
LUMO in eV: 0.15
Energy in eV: -29675.94054
HOMO level in eV: -8.320
2S+1: 1

=====

# 7
# C3H33N2O12

A cluster of 13 separate species, C3H33N2O12 in total (ωB97M-V/def2-TZVPD, the OMol25 dataset).

Structure (XYZ):
```
50
Properties=species:S:1:pos:R:3
C 1.90 -1.83 1.30
C 0.92 -0.70 1.14
C -0.13 -0.85 0.30
N -1.10 0.21 0.02
N 1.01 0.40 1.93
H 1.90 -2.37 0.35
H 1.54 -2.43 2.12
H 2.90 -1.44 1.47
H -0.35 -1.81 -0.14
H -1.89 0.19 0.67
H -1.61 0.06 -0.88
H -0.65 1.13 0.06
H 1.77 0.49 2.58
H 0.73 1.30 1.59
H -1.79 -2.01 1.95
H -1.65 -3.35 2.56
O -1.97 -2.94 1.75
H -0.17 3.71 2.96
H -1.09 2.67 2.29
O -0.23 3.11 2.21
H -3.81 -0.57 0.03
H -5.11 -0.11 0.78
O -4.20 -0.38 0.89
H 4.69 1.26 2.03
H 4.93 0.14 1.06
O 4.20 0.56 1.56
H 3.57 3.75 -0.97
H 3.53 2.30 -0.51
O 3.33 2.86 -1.28
H 1.30 -3.01 -2.97
H 0.74 -1.66 -2.51
O 0.58 -2.62 -2.46
H -1.26 1.75 -3.36
H 0.12 1.17 -3.12
O -0.82 1.06 -2.84
H 2.52 1.22 -2.77
H 2.14 1.24 -4.23
O 1.90 0.82 -3.39
H -2.87 -1.68 -1.50
H -2.54 -0.73 -2.66
O -2.91 -0.74 -1.77
H 0.64 3.14 0.30
H 1.49 2.52 -0.80
O 0.67 2.38 -0.29
H -1.99 -3.68 -0.65
H -1.19 -3.19 -1.92
O -2.08 -3.35 -1.56
H -2.23 0.83 3.61
H -3.10 0.36 2.42
O -2.28 0.81 2.65
```

Calculated values
Relative energy (zero: lowest compared OMol25 entry of this formula, charge and spin) in kcal per mole: 39.15
Gap between HOMO and LUMO in eV: 8.3620
LUMO in eV: -2.51
Energy in eV: -31192.99011
Net charge: +1
HOMO level in eV: -10.872
2S+1: 1

=====

# 8
# C3H33O14

A cluster of 14 separate species, C3H33O14 in total (ωB97M-V/def2-TZVPD, the OMol25 dataset).

Structure (XYZ):
```
50
Properties=species:S:1:pos:R:3
C 1.65 18.58 -17.29
C 1.13 17.29 -17.88
C 1.48 17.01 -19.31
O 1.57 16.28 -17.02
H 2.65 18.64 -17.62
H 1.46 18.76 -16.22
H 1.20 19.36 -17.83
H 0.04 17.39 -17.76
H 0.84 17.75 -19.88
H 1.16 16.07 -19.65
H 2.56 17.11 -19.34
O 2.08 18.16 -13.48
H 1.55 18.93 -13.21
H 1.55 17.61 -14.02
O -1.35 19.55 -16.35
H -1.00 19.56 -17.24
H -2.28 19.57 -16.18
O 4.88 14.96 -20.01
H 4.44 14.57 -20.79
H 4.25 15.52 -19.59
O -3.00 16.59 -16.77
H -2.10 16.66 -16.60
H -3.21 15.63 -16.73
O 1.96 15.34 -14.11
H 1.66 15.56 -15.03
H 2.21 14.46 -14.17
O -0.42 14.71 -17.46
H -0.12 13.88 -17.07
H 0.30 15.31 -17.28
O 4.44 16.35 -17.66
H 4.74 17.25 -17.47
H 3.51 16.57 -17.51
O -0.41 17.40 -15.09
H -0.82 18.19 -15.48
H 0.09 17.02 -15.78
O -1.31 13.91 -20.84
H -1.38 14.77 -20.39
H -0.32 13.77 -20.76
O 1.28 12.80 -20.05
H 1.74 13.27 -19.32
H 0.75 12.08 -19.71
O -1.92 16.24 -19.41
H -1.59 16.06 -18.51
H -2.83 16.26 -19.44
O 3.54 19.98 -14.96
H 4.04 19.39 -15.56
H 3.05 19.31 -14.51
O 2.51 13.87 -17.80
H 2.37 14.84 -17.68
H 3.43 13.79 -17.66
```

Calculated values
Relative energy (zero: lowest compared OMol25 entry of this formula, charge and spin) in kcal per mole: 6.15
Gap between HOMO and LUMO in eV: 8.4845
LUMO in eV: 2.59
Energy in eV: -32313.94262
Net charge: -1
HOMO level in eV: -5.898
2S+1: 1